A) {"formula": "C2H9NS", "method": "the ωB97M-V functional and the def2-TZVPD basis", "elements": ["H", "H", "C", "C", "S", "H", "H", "H", "H", "N", "H", "H", "H"], "positions_angstrom": [[-4.6514, -0.5011, 1.3712], [-3.9850, -0.3221, 1.0618], [-0.2075, -0.7704, 0.5966], [1.1471, -0.0813, 0.5246], [0.7479, -1.5514, -0.7077], [-1.1149, -0.1920, 0.5715], [-0.1817, -1.6060, 1.2250], [1.5196, 0.8407, 0.0297], [1.7718, -0.1530, 1.4483], [-1.1108, 3.1852, -0.0179], [-0.5370, 2.4523, -0.3109], [-1.9701, 3.0175, -0.5122], [-0.6798, 4.1008, -0.1617]], "mulliken_charge": [0.201, -0.199, -0.366, -0.512, -0.166, 0.231, 0.281, 0.309, 0.220, -0.614, 0.182, 0.220, 0.212], "lumo_ev": 0.806, "orbital_gap_ev": 9.631, "smiles": "[H][H].C1CS1.N", "multiplicity": 1}

***

B) {"formula": "C2H9NS", "method": "the ωB97M-V functional and the def2-TZVPD basis", "elements": ["C", "N", "C", "H", "H", "H", "H", "H", "H", "H", "S", "H", "H"], "positions_angstrom": [[-0.9270, -0.5481, -0.9745], [-0.2899, 0.3403, -0.0347], [-0.4416, -0.2966, 1.3245], [-1.9977, -0.3300, -0.9738], [-0.6138, -0.5239, -1.9994], [-0.7451, -1.6167, -0.7663], [-0.5812, 1.3422, -0.0711], [-1.4141, -0.0450, 1.7359], [0.2267, 0.1519, 2.0487], [-0.2976, -1.3252, 1.2850], [2.9303, 1.0055, -0.8858], [2.3248, 0.0549, -0.2270], [1.8264, 1.7906, -0.4616]], "mulliken_charge": [-0.945, -0.231, -0.999, 0.329, 0.307, 0.287, 0.251, 0.359, 0.294, 0.374, -0.281, 0.114, 0.141], "lumo_ev": 0.965, "orbital_gap_ev": 9.663, "smiles": "CNC.S", "multiplicity": 1}

***

Least stable structure: A)

***

A) {"formula": "C3H3BrClF", "method": "the ωB97M-V functional and the def2-TZVPD basis", "elements": ["F", "C", "C", "C", "Cl", "Br", "H", "H", "H"], "positions_angstrom": [[-0.2044, 1.5740, 1.4572], [0.2097, 0.4260, 0.9381], [0.2006, 0.0533, -0.5367], [1.4773, 0.6488, -0.0872], [2.0914, 2.2505, -0.4557], [2.7785, -0.7112, 0.1951], [0.3186, -0.2370, 1.7908], [0.1711, -0.9744, -0.6128], [-0.3943, 0.6330, -1.1750]], "mulliken_charge": [-0.263, 0.019, -0.746, 0.341, -0.166, -0.122, 0.346, 0.294, 0.296], "lumo_ev": 0.717, "orbital_gap_ev": 10.158, "smiles": "F[C@H]1C[C@]1(Cl)Br", "multiplicity": 1}

***

B) {"formula": "C3H3BrClF", "method": "the ωB97M-V functional and the def2-TZVPD basis", "elements": ["C", "C", "C", "F", "Cl", "Br", "H", "H", "H"], "positions_angstrom": [[-1.4508, -0.5290, -0.4478], [-0.4638, 0.0858, -1.0591], [2.3820, 0.3088, 1.9930], [-0.4657, 1.4296, -0.9585], [0.7918, 0.1190, 2.1823], [2.9372, 0.5540, 0.2363], [-1.7103, -1.5386, -0.4617], [-2.1626, 0.0322, 0.2554], [0.1422, -0.4617, -1.7399]], "mulliken_charge": [-0.631, -0.015, -0.016, -0.234, 0.058, -0.043, 0.286, 0.221, 0.374], "lumo_ev": -0.909, "orbital_gap_ev": 8.085, "multiplicity": 1}

***

Least stable structure: B)

***

A) {"formula": "C3H4P2", "method": "the ωB97M-V functional and the def2-TZVPD basis", "elements": ["C", "C", "P", "P", "C", "H", "H", "H", "H"], "positions_angstrom": [[-1.0684, 0.8208, -1.4752], [-0.5117, -0.2695, -0.8540], [-0.5398, -1.7132, 0.2590], [0.4678, -3.3913, 1.0641], [0.9820, -1.7212, 1.4416], [-0.7242, 1.1724, -2.4268], [-1.9203, 1.4037, -1.0216], [1.9977, -1.3430, 0.9039], [0.7464, -1.3996, 2.4773]], "mulliken_charge": [-0.359, -0.139, 0.042, -0.059, -0.531, 0.245, 0.227, 0.280, 0.294], "lumo_ev": [-1.256, -0.959], "orbital_gap_ev": [6.310, 6.772], "smiles": "C=C=P1=PC1", "multiplicity": 1}

***

B) {"formula": "C3H4P2", "method": "the ωB97M-V functional and the def2-TZVPD basis", "elements": ["P", "C", "C", "P", "C", "H", "H", "H", "H"], "positions_angstrom": [[1.6596, -0.4877, -0.0681], [0.3994, 0.6828, -0.5105], [-0.5767, 0.6980, 0.6607], [-1.8164, -0.4112, -0.2180], [-0.1045, -0.6720, 0.2661], [1.6765, -1.2081, -1.3030], [0.2133, 0.7462, -1.6050], [-0.8148, 1.2875, 1.7181], [-2.2429, -1.0253, 0.9431]], "mulliken_charge": [-0.075, -0.303, -0.138, -0.070, 0.020, 0.021, 0.270, 0.271, 0.003], "lumo_ev": 0.761, "orbital_gap_ev": 9.207, "smiles": "P1[C@@H]2[C@H]3PC123", "multiplicity": 1}

***

C) {"formula": "C3H4P2", "method": "the ωB97M-V functional and the def2-TZVPD basis", "elements": ["C", "C", "C", "P", "P", "H", "H", "H", "H"], "positions_angstrom": [[-1.5435, 0.2907, 0.8684], [0.9328, 0.9348, 0.8408], [-0.6082, -0.9477, -1.2614], [-2.0018, -0.8464, -0.2293], [0.7767, -0.1373, -0.4564], [-2.1862, 0.8537, 1.4734], [-0.3421, 0.5078, 1.1356], [-0.3419, -1.7073, -1.8980], [1.6963, -0.3618, -1.4199]], "mulliken_charge": [-0.468, -0.675, -0.533, -0.059, 0.371, 0.393, 0.469, 0.428, 0.075], "lumo_ev": -1.566, "orbital_gap_ev": 6.882, "multiplicity": 1}

***

D) {"formula": "C3H4P2", "method": "the ωB97M-V functional and the def2-TZVPD basis", "elements": ["P", "C", "C", "P", "C", "H", "H", "H", "H"], "positions_angstrom": [[0.5929, 0.0053, 1.8667], [-0.7713, 0.0482, 0.6409], [-0.2736, -0.8150, -0.4729], [-0.0045, 0.4204, -1.7372], [0.6320, 0.3962, -0.0861], [0.4893, 1.3335, 2.1870], [-1.7727, 0.5243, 0.6236], [0.0481, -1.7935, -0.5408], [1.0598, -0.1193, -2.4811]], "mulliken_charge": [0.030, -0.168, -0.329, -0.090, -0.141, 0.026, 0.351, 0.325, -0.002], "lumo_ev": 0.110, "orbital_gap_ev": 8.674, "smiles": "P1[C@@H]2[C@H]3PC123", "multiplicity": 1}

***

Least stable structure: C)

***

A) {"formula": "C2H6N2O4", "method": "the ωB97M-V functional and the def2-TZVPD basis", "elements": ["C", "C", "N", "N", "O", "O", "O", "O", "H", "H", "H", "H", "H", "H"], "positions_angstrom": [[-1.6384, 0.7246, 0.5898], [-0.5158, 0.2899, -0.3751], [0.5492, -0.1539, 0.4992], [2.8431, 0.1940, 0.0748], [3.2109, 1.2780, 0.2685], [3.1485, -0.7729, -0.5519], [-0.9052, -0.6584, -1.3160], [0.7747, -1.4677, 0.5319], [-2.0119, 1.6915, 0.3184], [-2.4081, 0.0223, 0.4505], [-1.2434, 0.6188, 1.5832], [-0.0766, 1.1397, -0.9301], [-1.8695, -0.8069, -1.2413], [0.1424, -2.0991, 0.0981]], "mulliken_charge": [-1.178, 0.471, -0.272, 0.838, -0.469, -0.400, -0.557, -0.310, 0.282, 0.386, 0.369, 0.211, 0.296, 0.332], "lumo_ev": [0.346, -0.138], "orbital_gap_ev": [9.133, 8.427], "multiplicity": 1}

***

B) {"formula": "C2H6N2O4", "method": "the ωB97M-V functional and the def2-TZVPD basis", "elements": ["C", "N", "O", "O", "H", "H", "H", "C", "N", "O", "O", "H", "H", "H"], "positions_angstrom": [[-0.0510, -1.3767, 1.4754], [0.5770, -2.4636, 2.2721], [0.7244, -2.2738, 3.4638], [0.9693, -3.4337, 1.6705], [-0.6817, -0.7931, 2.1342], [-0.6110, -1.8031, 0.6532], [0.7558, -0.7648, 1.0834], [-0.4503, 2.2829, -2.2615], [0.0082, 1.2765, -1.2688], [0.3803, 1.6940, -0.1926], [-0.0001, 0.1087, -1.5924], [0.4374, 2.7902, -2.6273], [-1.0940, 2.9849, -1.7453], [-0.9643, 1.7716, -3.0649]], "mulliken_charge": [-0.642, 0.840, -0.531, -0.524, 0.294, 0.284, 0.272, -0.704, 0.848, -0.506, -0.508, 0.280, 0.287, 0.311], "lumo_ev": -0.143, "orbital_gap_ev": 10.712, "smiles": "C[N+](=O)[O-].C[N+](=O)[O-]", "multiplicity": 1}

***

Least stable structure: A)

***

A) {"formula": "C5H9N2O", "method": "the ωB97M-V functional and the def2-TZVPD basis", "elements": ["C", "C", "C", "O", "N", "C", "C", "N", "H", "H", "H", "H", "H", "H", "H", "H", "H"], "positions_angstrom": [[-1.0156, -1.3833, -0.7580], [-0.3098, -0.5152, 0.2348], [-1.1228, -0.5233, 1.5695], [-1.6296, 0.4529, 2.1209], [1.0325, -0.8450, 0.2692], [1.8650, 0.0588, 0.1079], [1.2982, 1.3882, -0.2239], [-0.2142, 1.0806, -0.2601], [-0.3071, -1.4091, -1.6171], [-2.0087, -1.1540, -1.1162], [-1.0506, -2.3943, -0.3846], [-1.4502, -1.5675, 1.8129], [2.9191, -0.0342, 0.0178], [1.7096, 2.2697, 0.3474], [1.7352, 1.5976, -1.2931], [-0.7668, 1.7009, 0.3544], [-0.6844, 1.2772, -1.1819]], "mulliken_charge": [-1.485, 0.970, -0.140, -0.436, -0.413, -0.155, -0.421, -0.268, 0.381, 0.403, 0.404, 0.358, 0.407, 0.334, 0.287, 0.392, 0.380], "total_charge": 1, "lumo_ev": -3.829, "orbital_gap_ev": 10.908, "smiles": "C[C@@]1(C=O)N=CC[NH2+]1", "multiplicity": 1}

***

B) {"formula": "C5H9N2O", "method": "the ωB97M-V functional and the def2-TZVPD basis", "elements": ["C", "C", "C", "C", "C", "N", "N", "O", "H", "H", "H", "H", "H", "H", "H", "H", "H"], "positions_angstrom": [[2.7645, -0.8946, 0.7210], [2.0793, -1.8721, 0.7405], [-1.2383, 0.1527, 0.0971], [-2.9324, -0.1209, -1.5073], [0.0022, 0.5480, -0.0755], [-1.8096, -0.4329, -1.0080], [0.8937, 0.9473, 1.0418], [0.7242, 0.8525, -1.1944], [3.6552, -0.4196, 0.3526], [1.3340, -2.4957, 1.0926], [-1.7425, 0.0311, 1.0678], [-3.4480, 0.7910, -1.1398], [-3.4079, -0.8507, -2.2204], [1.5007, 0.0822, 1.2626], [0.3972, 0.9947, 1.8870], [1.1647, 1.9309, 0.8373], [0.0629, 0.7560, -1.9551]], "mulliken_charge": [-0.464, -0.257, -0.372, -0.199, 0.406, -0.422, -0.173, -0.508, 0.377, 0.383, 0.328, 0.261, 0.275, 0.246, 0.373, 0.373, 0.373], "total_charge": 1, "lumo_ev": -3.295, "orbital_gap_ev": 9.437, "multiplicity": 1}

***

Least stable structure: B)